A structure of composition C42H64AsGe2N3SbSi3Ti, computed with ωB97M-V/def2-TZVPD.

## Properties
maximum force = 0.9 eV/Å
electronic energy = -276210.1492 eV
HOMO (alpha / beta) = -12.246 / -12.139 eV
E_LUMO (alpha / beta) = -6.020 / -5.831 eV
Kohn-Sham gap (alpha / beta) = 6.2 / 6.3 eV

ORCA input file:
```
! wB97M-V def2-TZVPD RIJCOSX def2/J DEFGRID3
* xyz 2 2
Ti -0.99531 -0.02958 0.75719
C -2.81609 -1.18345 -2.17497
C -3.61230 -0.32453 -1.24794
C -4.90874 0.04673 -1.60327
C -5.66321 0.82277 -0.75603
C -5.13349 1.14956 0.49068
C -3.87247 0.69422 0.81592
N -3.09034 0.02451 -0.06015
Sb -3.39078 0.79005 2.91919
C -2.64871 -1.23553 2.80681
C -3.20916 -2.09607 3.73058
C -3.18074 -3.46600 3.48812
C -2.66060 -3.90400 2.29097
C -2.09830 -2.99161 1.39982
C -1.66134 -3.44529 0.04979
N -2.02257 -1.68554 1.69390
C -1.58085 1.94985 2.79191
C -1.60114 3.08217 3.58091
C -0.48824 3.91531 3.60801
C 0.60461 3.56647 2.84813
C 0.57714 2.42014 2.06121
C 1.77833 2.03275 1.28490
N -0.51558 1.62549 2.01960
H -2.94613 -0.85910 -3.20391
H -1.75262 -1.14660 -1.94314
H -3.16158 -2.21634 -2.10716
H -5.28872 -0.25963 -2.56820
H -6.65443 1.15077 -1.03929
H -5.71810 1.70844 1.20975
H -3.69514 -1.70538 4.61509
H -3.60916 -4.16294 4.19612
H -2.68998 -4.95074 2.01876
H -1.18445 -4.42072 0.09523
H -2.53985 -3.54604 -0.58912
H -0.97623 -2.73776 -0.41584
H -2.47231 3.31041 4.18104
H -0.48010 4.80925 4.21754
H 1.49855 4.17446 2.84267
H 2.45506 2.87451 1.18307
H 2.30907 1.23056 1.79666
H 1.50566 1.68206 0.29265
C 0.97161 -4.72822 1.94941
Si 1.86737 -3.77380 0.60263
C 1.36502 -4.40301 -1.09646
C 3.68024 -4.20217 0.80397
As 1.48313 -1.36745 0.88729
Si 1.90328 -1.42935 3.29063
C 0.32154 -2.03562 4.10703
C 2.27155 0.22784 4.08954
C 3.31501 -2.56274 3.76217
Si 3.58385 -0.65808 -0.22282
C 3.58104 1.04400 -0.99469
C 3.93582 -1.86668 -1.60625
C 4.94064 -0.62752 1.06621
H 1.08754 -5.78683 1.69514
H -0.08964 -4.53016 2.06367
H 1.43961 -4.58340 2.92348
H 1.28263 -5.49130 -1.00267
H 2.14638 -4.21563 -1.83153
H 0.42718 -4.03951 -1.50763
H 3.71813 -5.21024 1.22793
H 4.23853 -3.55412 1.47413
H 4.19266 -4.23835 -0.15392
H -0.25642 -1.18893 4.48523
H 0.59682 -2.64902 4.96940
H -0.32345 -2.63903 3.47158
H 1.46661 0.95556 3.99295
H 3.21361 0.69041 3.79391
H 2.35779 -0.00771 5.15578
H 3.07682 -3.61801 3.63088
H 3.49605 -2.40223 4.82934
H 4.24633 -2.35209 3.24302
H 2.69762 1.29375 -1.57969
H 4.42487 1.00975 -1.69220
H 3.79376 1.83690 -0.28145
H 3.05463 -2.40259 -1.94564
H 4.71217 -2.58135 -1.34082
H 4.29356 -1.29123 -2.46294
H 4.66095 -0.08982 1.97431
H 5.77183 -0.07742 0.61375
H 5.31615 -1.61154 1.34231
C -0.41672 4.70201 -3.11528
Ge 0.14206 3.86858 -1.42889
C -0.89071 4.75174 0.01132
C 2.02251 4.41476 -1.20238
Ge -0.53232 1.45717 -1.48688
C -2.18156 1.97681 -2.46127
C -3.09056 2.83340 -1.83687
C -4.17107 3.36696 -2.52366
C -4.37447 3.03784 -3.85753
C -3.48274 2.18596 -4.49575
C -2.39115 1.67221 -3.80568
C 0.54811 0.52921 -2.86518
C 0.70748 -0.85653 -2.88019
C 1.35201 -1.50657 -3.92586
C 1.87947 -0.77175 -4.97649
C 1.76247 0.61179 -4.96784
C 1.10154 1.24871 -3.92697
H -0.33963 5.78340 -2.98447
H -1.44519 4.45580 -3.37428
H 0.22982 4.42239 -3.94608
H -0.27709 5.52242 0.48121
H -1.22535 4.05840 0.78575
H -1.77217 5.23344 -0.41148
H 2.11674 5.39348 -1.67647
H 2.73297 3.74340 -1.68196
H 2.29908 4.53793 -0.15604
H -2.94924 3.10725 -0.79568
H -4.85242 4.04453 -2.02278
H -5.21177 3.45532 -4.40133
H -3.62448 1.93901 -5.54045
H -1.68664 1.03740 -4.33306
H 0.33512 -1.45887 -2.05349
H 1.44460 -2.58637 -3.91976
H 2.37962 -1.27133 -5.79558
H 2.17796 1.19546 -5.77924
H 1.01130 2.32793 -3.95353
*
```

Mulliken population analysis, charges in e, atoms 1 to 99: Ti -0.288; C -1.264; C 0.421; C -0.888; C -0.817; C -0.901; C -0.195; N 1.110; Sb 1.073; C -0.424; C -0.791; C -0.977; C -0.283; C -0.140; C -0.884; N 1.384; C -0.343; C -0.903; C -1.020; C -0.790; C -0.036; C 0.145; N 1.832; H 0.543; H -0.489; H 0.511; H 0.593; H 0.466; H 0.549; H 0.584; H 0.486; H 0.579; H 0.721; H 0.450; H -0.842; H 0.594; H 0.501; H 0.611; H 0.561; H -0.959; H -1.036; C -1.145; Si 0.602; C -1.410; C -1.219; As 0.597; Si 0.427; C -0.800; C -1.126; C -1.166; Si 0.741; C -1.018; C -0.566; C -1.221; H 0.500; H 0.193; H 0.354; H 0.501; H 0.534; H 0.283; H 0.479; H 0.235; H 0.413; H 0.331; H 0.584; H -0.158; H 0.117; H 0.364; H 0.571; H 0.362; H 0.450; H 0.335; H -0.118; H 0.752; H 0.452; H -0.439; H 0.448; H 0.512; H 0.199; H 0.454; H 0.421; C -1.202; Ge 1.794; C -1.170; C -1.438; Ge 0.963; C 0.200; C -0.037; C -0.951; C -0.917; C -0.902; C -0.796; C 0.481; C 0.960; C -0.549; C -0.894; C -0.892; C -0.139; H 0.521